A structure of composition C22H15Br2N5O5RuS2 at a distorted geometry, computed with the ωB97M-V functional and the def2-TZVPD basis.

```
! wB97M-V def2-TZVPD RIJCOSX def2/J DEFGRID3
* xyz -1 2
Ru -1.13 1.30 -0.08
S -1.03 0.99 2.22
C 0.71 0.76 2.24
N 1.32 0.85 3.36
N 2.65 0.56 3.44
C 3.45 -0.43 2.83
C 4.83 -0.31 2.95
C 5.68 -1.27 2.41
C 5.16 -2.37 1.76
C 3.78 -2.52 1.67
C 2.92 -1.56 2.20
N 1.43 0.55 1.07
N 0.84 0.62 0.01
C 1.75 0.53 -1.11
C 1.21 0.35 -2.37
C 2.04 0.31 -3.48
C 3.41 0.43 -3.34
C 3.96 0.56 -2.06
C 3.14 0.61 -0.95
H 3.10 1.08 4.18
H 5.24 0.56 3.46
H 6.75 -1.14 2.50
H 5.82 -3.12 1.33
H 3.36 -3.39 1.18
H 1.85 -1.70 2.14
H 0.14 0.23 -2.48
H 1.59 0.20 -4.46
H 4.05 0.41 -4.21
H 5.03 0.64 -1.94
H 3.55 0.71 0.04
Br -5.44 3.92 -0.04
C -5.26 2.05 -0.09
C -6.40 1.25 -0.21
C -6.31 -0.11 -0.25
Br -7.91 -1.14 -0.39
C -5.05 -0.75 -0.17
C -4.84 -2.15 -0.21
C -3.57 -2.65 -0.13
C -2.49 -1.76 0.03
N -2.65 -0.47 0.07
C -3.90 0.07 -0.04
C -3.99 1.50 0.01
O -2.91 2.19 0.17
H -7.37 1.73 -0.28
H -5.69 -2.81 -0.31
H -3.39 -3.71 -0.17
H -1.47 -2.12 0.12
O -1.01 2.21 -3.90
S -1.65 2.15 -2.61
O -0.64 2.65 -1.52
O -1.75 0.70 -2.09
O -2.91 2.83 -2.52
*
```

The expectation value of S² is 0.758. The molar mass comes out at 754.404 g/mol. The energy above the lowest of the compared OMol25 structures with the same formula, charge and spin is 155.78 kJ/mol. For the frontier orbital gap (spin up / spin down), the calculation gives 0.2285 / 0.2245 Eh. The calculation puts the energy at -205084.19627 eV. As for the HOMO energy (spin up / spin down): -4.9 / -4.9 eV. The LUMO energy (spin up / spin down) is 1.32 / 1.23 eV.